Computed, not measured: 6 unconnected molecules or ions with the total composition C34H72F6N4O6S2 in a non-equilibrium geometry, with the ωB97M-V functional and the def2-TZVPD basis.

Structure (XYZ):
```
124
Properties=species:S:1:pos:R:3
C -3.026 -4.322 2.051
C -3.701 -3.195 2.799
C -4.685 -2.432 1.864
N -5.535 -1.263 2.489
C -6.530 -1.881 3.439
C -4.605 -0.225 3.126
C -4.930 1.097 2.404
C -5.396 0.725 1.001
C -6.303 -0.506 1.364
H -2.399 -3.947 1.241
H -3.746 -5.068 1.715
H -2.449 -4.909 2.765
H -2.948 -2.581 3.292
H -4.206 -3.642 3.655
H -5.435 -3.102 1.443
H -4.128 -2.068 1.001
H -5.871 -2.299 4.201
H -7.132 -2.661 2.974
H -7.179 -1.102 3.840
H -4.608 -0.243 4.216
H -3.638 -0.458 2.681
H -5.739 1.533 2.990
H -4.096 1.796 2.468
H -6.025 1.520 0.601
H -4.521 0.578 0.367
H -7.215 -0.223 1.890
H -6.423 -1.226 0.554
C 0.929 1.321 -3.486
C 0.827 -0.254 -3.517
C -0.542 -0.830 -3.975
N -0.903 -2.241 -3.498
C 0.187 -3.242 -3.967
C -2.257 -2.835 -3.898
C -3.014 -3.605 -2.791
C -2.504 -2.809 -1.517
C -1.027 -2.383 -1.883
H 0.978 1.829 -4.449
H 1.850 1.620 -2.986
H 0.066 1.676 -2.922
H 1.072 -0.585 -2.507
H 1.697 -0.621 -4.061
H -0.430 -1.025 -5.041
H -1.353 -0.167 -3.674
H 0.183 -3.421 -5.042
H -0.086 -4.152 -3.434
H 1.207 -2.999 -3.669
H -2.270 -3.497 -4.764
H -2.728 -1.952 -4.330
H -2.659 -4.635 -2.824
H -4.097 -3.577 -2.904
H -2.569 -3.466 -0.649
H -3.138 -1.928 -1.421
H -0.393 -3.161 -1.457
H -0.788 -1.386 -1.513
C 2.068 3.843 2.893
C 1.022 4.089 1.788
C 1.449 5.239 0.872
N 0.579 5.488 -0.380
C 0.458 4.159 -1.185
C 1.248 6.565 -1.208
C 0.106 7.032 -2.076
C -1.079 7.001 -1.149
C -0.710 6.168 0.032
H 1.907 2.922 3.454
H 2.052 4.579 3.696
H 3.086 3.749 2.514
H 0.030 4.272 2.201
H 0.813 3.200 1.193
H 2.422 5.037 0.423
H 1.391 6.040 1.609
H 1.467 3.908 -1.514
H -0.098 4.455 -2.074
H -0.029 3.376 -0.603
H 2.174 6.200 -1.654
H 1.545 7.412 -0.590
H 0.025 6.321 -2.898
H 0.263 8.001 -2.550
H -1.861 6.408 -1.623
H -1.481 8.005 -1.012
H -1.447 5.467 0.422
H -0.479 6.888 0.818
C 4.009 0.910 3.372
C 3.917 0.276 1.954
C 5.275 -0.311 1.418
N 4.958 -1.085 0.093
C 4.529 -2.533 0.422
C 3.970 -0.512 -0.922
C 4.499 -0.768 -2.343
C 5.754 -1.643 -2.133
C 6.248 -1.259 -0.786
H 4.288 0.176 4.127
H 3.055 1.396 3.579
H 4.684 1.738 3.588
H 3.559 1.028 1.251
H 3.221 -0.562 1.999
H 5.761 -0.918 2.182
H 5.811 0.619 1.226
H 4.576 -3.107 -0.504
H 3.510 -2.394 0.783
H 5.190 -2.896 1.209
H 2.941 -0.738 -0.645
H 4.038 0.570 -0.801
H 3.778 -1.327 -2.940
H 4.735 0.204 -2.776
H 5.644 -2.725 -2.218
H 6.432 -1.451 -2.965
H 6.890 -1.945 -0.233
H 6.786 -0.311 -0.787
C 1.536 -4.790 1.526
F 2.511 -4.154 2.140
F 1.373 -5.968 2.050
F 0.360 -4.173 1.639
S 1.992 -4.921 -0.303
O 0.981 -5.773 -0.864
O 1.979 -3.596 -0.883
O 3.325 -5.427 -0.319
C -0.207 -0.464 1.900
F 0.186 -1.499 1.127
F -1.146 -0.842 2.674
F 0.839 0.072 2.576
S -0.989 0.748 0.640
O -1.499 1.874 1.451
O 0.122 1.111 -0.249
O -2.114 -0.024 0.089
```

Computed properties:
- net charge = +1
- ⟨S²⟩ = 0.751
- Kohn-Sham gap (spin up / spin down) (eV) = 1.818 / 8.634
- multiplicity = 2
- E_HOMO (spin up / spin down) (eV) = -3.7 / -10.5
- E_LUMO (spin up / spin down) (eV) = -1.877 / -1.885
- E_tot (eV) = -92634.5029

Here are the Löwdin charges for atoms 1 to 8, given in e:
1. C -0.087
2. C -0.221
3. C -0.088
4. N -0.248
5. C 0.016
6. C -0.072
7. C -0.159
8. C -0.113